# 1
Here is C18H38N2O2RuSSi2Te5 as an isolated structure from OMol25. Energies are from ωB97M-V/def2-TZVPD.

Summary:
ΔE to the lowest compared entry with this formula, charge and spin, kcal/mol: 23.6
E_tot, eV: -91992.051
Frontier orbital gap (spin up / spin down), eV: 6.1 / 4.9
Net charge: +1
Multiplicity: 6

Structure (XYZ):
```
69
C18H38N2O2RuSSi2Te5 ωB97M-V/def2-TZVPD
Ru 0.018 0.628 0.687
C -3.927 2.923 -0.884
C -2.920 1.811 -0.789
O -1.818 2.007 -0.270
N -3.293 0.628 -1.311
C -2.388 -0.499 -1.498
C -1.299 -0.112 -2.462
C -1.486 -0.235 -3.830
C -0.515 0.246 -4.694
C 0.611 0.833 -4.150
C 0.730 0.890 -2.772
N -0.200 0.435 -1.933
H -3.518 3.696 -1.535
H -4.073 3.368 0.099
H -4.885 2.593 -1.279
H -4.212 0.558 -1.710
H -2.967 -1.344 -1.862
H -1.935 -0.773 -0.543
H -2.393 -0.688 -4.208
H -0.644 0.171 -5.765
H 1.392 1.234 -4.780
H 1.608 1.334 -2.321
Te -1.127 2.016 2.756
Te 1.529 1.427 2.846
Te 2.369 1.912 0.335
Te -2.024 -0.477 2.373
C 1.109 -6.797 -4.443
Si 0.567 -5.113 -3.807
C -0.923 -5.252 -2.651
C 0.152 -3.958 -5.242
C 1.976 -4.326 -2.801
Te 1.347 -2.370 -2.169
C 3.281 -1.734 -1.498
Si 4.504 -1.085 -2.816
C 6.209 -1.435 -2.090
C 4.344 0.776 -3.102
C 4.214 -1.957 -4.465
H 0.312 -7.262 -5.027
H 1.360 -7.474 -3.625
H 1.986 -6.709 -5.088
H -1.813 -5.588 -3.188
H -1.152 -4.286 -2.193
H -0.736 -5.970 -1.849
H -0.599 -4.402 -5.900
H 1.039 -3.750 -5.845
H -0.237 -3.005 -4.879
H 2.874 -4.214 -3.410
H 2.231 -4.940 -1.935
H 3.735 -2.589 -0.992
H 3.087 -0.965 -0.747
H 6.335 -0.897 -1.147
H 7.000 -1.103 -2.765
H 6.364 -2.497 -1.894
H 4.119 1.322 -2.183
H 3.580 1.019 -3.841
H 5.293 1.164 -3.480
H 4.550 -2.995 -4.447
H 4.764 -1.453 -5.263
H 3.154 -1.946 -4.730
C 2.517 -2.400 2.876
S 0.974 -2.664 1.964
C 1.493 -4.201 1.163
O 0.993 -1.638 0.857
H 2.743 -3.293 3.457
H 2.375 -1.557 3.548
H 3.310 -2.181 2.163
H 1.569 -4.972 1.929
H 2.449 -4.046 0.666
H 0.728 -4.472 0.439
```

=====

# 2
Here is C5H7N in the gas phase from OMol25. Energies are from ωB97M-V/def2-TZVPD.

Summary:
ΔE to the lowest compared entry with this formula, charge and spin, kcal/mol: 112.0
E_tot, eV: -6783.656
Frontier orbital gap, eV: 9.6
Net charge: 0
Multiplicity: 1

Structure (XYZ):
```
13
C5H7N ωB97M-V/def2-TZVPD
C -0.268 0.155 1.828
C -0.246 -0.210 0.331
C -0.036 0.810 -0.769
N -0.350 0.072 -1.991
C 0.037 -1.035 -1.157
C 1.014 -0.237 -0.383
H 0.537 0.893 2.036
H -1.199 0.636 2.148
H -0.074 -0.683 2.505
H -0.097 1.886 -0.665
H -1.288 0.109 -2.376
H -0.075 -2.079 -1.431
H 2.046 -0.318 -0.077
```

=====

What did the first record say?
Here is C18H38N2O2RuSSi2Te5 as an isolated structure from OMol25. Energies are from ωB97M-V/def2-TZVPD.

Summary:
ΔE to the lowest compared entry with this formula, charge and spin, kcal/mol: 23.6
E_tot, eV: -91992.051
Frontier orbital gap (spin up / spin down), eV: 6.1 / 4.9
Net charge: +1
Multiplicity: 6

Structure (XYZ):
```
69
C18H38N2O2RuSSi2Te5 ωB97M-V/def2-TZVPD
Ru 0.018 0.628 0.687
C -3.927 2.923 -0.884
C -2.920 1.811 -0.789
O -1.818 2.007 -0.270
N -3.293 0.628 -1.311
C -2.388 -0.499 -1.498
C -1.299 -0.112 -2.462
C -1.486 -0.235 -3.830
C -0.515 0.246 -4.694
C 0.611 0.833 -4.150
C 0.730 0.890 -2.772
N -0.200 0.435 -1.933
H -3.518 3.696 -1.535
H -4.073 3.368 0.099
H -4.885 2.593 -1.279
H -4.212 0.558 -1.710
H -2.967 -1.344 -1.862
H -1.935 -0.773 -0.543
H -2.393 -0.688 -4.208
H -0.644 0.171 -5.765
H 1.392 1.234 -4.780
H 1.608 1.334 -2.321
Te -1.127 2.016 2.756
Te 1.529 1.427 2.846
Te 2.369 1.912 0.335
Te -2.024 -0.477 2.373
C 1.109 -6.797 -4.443
Si 0.567 -5.113 -3.807
C -0.923 -5.252 -2.651
C 0.152 -3.958 -5.242
C 1.976 -4.326 -2.801
Te 1.347 -2.370 -2.169
C 3.281 -1.734 -1.498
Si 4.504 -1.085 -2.816
C 6.209 -1.435 -2.090
C 4.344 0.776 -3.102
C 4.214 -1.957 -4.465
H 0.312 -7.262 -5.027
H 1.360 -7.474 -3.625
H 1.986 -6.709 -5.088
H -1.813 -5.588 -3.188
H -1.152 -4.286 -2.193
H -0.736 -5.970 -1.849
H -0.599 -4.402 -5.900
H 1.039 -3.750 -5.845
H -0.237 -3.005 -4.879
H 2.874 -4.214 -3.410
H 2.231 -4.940 -1.935
H 3.735 -2.589 -0.992
H 3.087 -0.965 -0.747
H 6.335 -0.897 -1.147
H 7.000 -1.103 -2.765
H 6.364 -2.497 -1.894
H 4.119 1.322 -2.183
H 3.580 1.019 -3.841
H 5.293 1.164 -3.480
H 4.550 -2.995 -4.447
H 4.764 -1.453 -5.263
H 3.154 -1.946 -4.730
C 2.517 -2.400 2.876
S 0.974 -2.664 1.964
C 1.493 -4.201 1.163
O 0.993 -1.638 0.857
H 2.743 -3.293 3.457
H 2.375 -1.557 3.548
H 3.310 -2.181 2.163
H 1.569 -4.972 1.929
H 2.449 -4.046 0.666
H 0.728 -4.472 0.439
```

=====

Question: What is the multiplicity in the first record?
Answer: 6

=====

Question: Among the records above, which one has the highest net charge?
Answer: C18H38N2O2RuSSi2Te5